Record 1
{
  "formula": "C6H7N3O",
  "method": "ωB97M-V with the def2-TZVPD basis set",
  "elements": ["O", "N", "N", "N", "C", "C", "C", "C", "C", "C", "H", "H", "H", "H", "H", "H", "H"],
  "positions_angstrom": [[-2.3128, -0.8867, 0.1541], [-0.7327, -1.9175, 0.4723], [-0.1669, 1.2617, 0.6538], [-0.8157, 1.7375, 2.8495], [1.5002, -1.3279, -0.2484], [-0.4144, 1.2276, 1.8323], [0.0454, 0.6649, -1.8099], [0.0365, -1.0670, 0.0029], [-0.5069, 0.3487, -0.4820], [-2.0165, 0.1676, -0.2338], [0.1186, -0.3343, -2.3295], [-0.5574, 1.5978, 3.8547], [1.0511, 1.1856, -1.7229], [2.0673, -1.1486, 0.6223], [1.6080, -2.4082, -0.4147], [-0.7197, 1.4350, -2.2443], [1.8161, -0.5364, -0.9566]],
  "forces_ev_per_a": [[-1.63, -2.16, 1.56], [0.52, 0.43, -0.48], [1.36, -0.88, -3.04], [0.01, -0.42, 3.13], [-0.67, 0.41, -0.26], [-0.72, 1.58, 0.18], [-0.69, 2.00, -1.17], [-0.54, -0.82, 0.15], [-0.20, -0.74, 3.91], [1.26, 1.93, -2.25], [-0.16, 1.51, -0.11], [-0.21, -0.12, -1.82], [-1.25, -0.74, -0.21], [0.54, 0.39, 1.30], [0.30, 0.62, -0.85], [1.64, -1.57, 0.08], [0.43, -1.43, -0.10]],
  "nbo_charge": [-0.350, -0.233, -0.513, -0.692, -0.665, 0.649, -0.650, 0.162, -0.014, 0.428, 0.242, 0.416, 0.245, 0.239, 0.253, 0.257, 0.227],
  "de_lowest_ev": 5.516,
  "e_lumo_ha": [-0.0065, 0.0030],
  "total_charge": 0,
  "homo_energy_ev": [-8.5, -8.4],
  "fmax_ev_per_a": 3.98,
  "gap_ev": [8.30, 8.50]
}

=====

Record 2
{
  "formula": "C44H39Cl4F7",
  "method": "ωB97M-V with the def2-TZVPD basis set",
  "elements": ["Cl", "Cl", "Cl", "Cl", "F", "F", "F", "F", "F", "F", "F", "C", "C", "C", "C", "C", "C", "C", "C", "C", "C", "C", "C", "C", "C", "C", "C", "C", "C", "C", "C", "C", "C", "C", "C", "C", "C", "C", "C", "C", "C", "C", "C", "C", "C", "C", "C", "C", "C", "C", "C", "C", "C", "C", "C", "H", "H", "H", "H", "H", "H", "H", "H", "H", "H", "H", "H", "H", "H", "H", "H", "H", "H", "H", "H", "H", "H", "H", "H", "H", "H", "H", "H", "H", "H", "H", "H", "H", "H", "H", "H", "H", "H", "H"],
  "positions_angstrom": [[-0.6510, 1.2650, 0.7317], [-2.8389, 0.5527, -3.5654], [1.5798, 0.5176, -1.0740], [-4.2776, -1.1555, -5.4676], [6.0468, 4.7789, 1.9053], [-2.3286, -2.1822, 0.0715], [-4.5391, -1.2575, 2.1410], [-1.2987, 1.3280, 6.1980], [0.9400, -3.2080, -0.5623], [-0.0691, 3.9512, -5.1740], [-0.8718, -2.3898, -2.6963], [4.7494, 4.7226, 1.5739], [-4.3949, -4.9643, -2.1685], [4.7709, -2.4964, 0.7764], [-3.7892, -1.2913, 3.2602], [-3.9095, -2.6432, -1.6249], [2.9503, 3.7041, 0.3648], [1.9727, 2.5988, 4.0854], [2.0578, 4.5943, 0.9416], [-2.4575, -0.9439, 3.2230], [-3.5961, -1.8905, 5.5424], [2.1979, -2.9088, -0.1611], [-2.8984, -0.1090, -5.2022], [-4.6212, -3.6144, -2.3415], [-3.0002, -3.0607, -0.6761], [4.3087, 3.8065, 0.6419], [0.7173, 2.6352, 3.5057], [-0.4351, 4.4460, -3.9783], [-0.9995, 5.5462, -1.5405], [4.5645, -3.1434, -0.4464], [-0.4489, 3.6105, -2.8777], [1.9544, -3.0999, -4.8512], [-0.2345, 1.6892, 5.4791], [1.0257, 1.5347, 6.0388], [-2.7874, -4.4118, -0.4668], [1.0191, -2.3831, -4.1167], [-0.7365, 4.1872, -1.6560], [-3.4649, -5.3560, -1.2030], [0.0400, -3.0603, -3.4097], [2.5318, 5.5514, 1.8301], [3.6849, -1.9511, 1.4503], [2.1271, 2.0184, 5.3379], [-0.0144, -4.4488, -3.4289], [-0.6684, 5.8078, -3.8767], [-0.9431, 6.3828, -2.6348], [-2.2548, -1.5278, 5.5293], [1.9087, -4.4891, -4.8666], [0.9203, -5.1539, -4.1428], [3.8816, 5.6370, 2.1502], [3.2678, -3.3077, -0.9312], [-0.1535, 0.3791, -0.7276], [-0.3827, 2.1823, 4.1904], [2.3926, -2.1663, 0.9801], [-1.6662, -1.0734, 4.3586], [-4.3699, -1.8226, 4.3923], [-0.7102, 0.7416, -1.5818], [-5.3802, -2.2050, 4.4193], [0.5778, 3.1794, 2.5800], [4.9618, 3.1065, 0.1369], [0.9113, -6.2358, -4.1699], [-2.0025, -0.6874, -5.3985], [1.0495, -1.3000, -4.1038], [-4.9784, -5.7062, -2.6955], [-4.1874, -1.6074, -1.7618], [-0.2285, 2.5545, -2.9591], [2.5953, -5.0494, -5.4871], [5.7813, -2.4404, 1.1581], [-0.7952, 3.6213, -0.7340], [-1.4095, 2.2130, 3.8388], [3.1143, -3.8437, -1.8605], [-0.8033, -4.9526, -2.8822], [-2.9920, 0.7132, -5.9027], [5.4195, -3.5099, -0.9962], [-1.2982, 5.8824, -0.5538], [3.8444, -1.3820, 2.3560], [1.6013, -1.7975, 1.6217], [-1.6364, -1.6554, 6.4087], [2.5680, 2.9344, -0.2929], [-2.0216, -4.7279, 0.2326], [-5.3173, -3.2416, -3.0821], [-1.1642, 7.4381, -2.5687], [-0.3695, -0.6728, -0.5722], [1.7848, 6.1560, 2.3311], [-0.5768, 6.3725, -4.7963], [-3.9878, -2.3583, 6.4371], [-3.2648, -6.3902, -0.9523], [-1.9924, -0.5825, 2.3108], [2.6880, -2.5443, -5.4192], [1.0024, 4.5969, 0.7038], [-0.6197, -0.8092, 4.3182], [1.1681, 0.9776, 6.9552], [3.1413, 1.8777, 5.6903], [4.2090, 6.3687, 2.8751], [2.8097, 3.0489, 3.5657]],
  "forces_ev_per_a": [[0.15, -0.10, -0.26], [0.03, 0.01, 0.05], [-0.14, 0.10, -0.03], [-0.35, -0.29, 0.06], [0.30, -0.08, -0.04], [0.27, 0.44, 0.15], [0.11, 0.27, -0.20], [-0.39, -0.11, 0.04], [0.16, 0.17, 0.06], [-0.18, -0.15, -0.21], [-0.11, 0.31, 0.04], [-0.40, 0.55, -0.23], [0.06, -0.27, 0.55], [-0.04, -0.11, -0.60], [-0.20, -0.67, 0.05], [-0.60, -0.24, 0.13], [-0.32, 0.37, -0.02], [-0.02, 0.05, 0.09], [0.26, 0.26, 0.09], [0.67, 0.40, -0.46], [0.43, -0.45, 0.07], [0.02, 0.35, -0.08], [0.18, 0.15, -0.32], [0.37, 0.64, -0.24], [-0.58, -0.59, -0.48], [-0.20, -0.78, -0.15], [0.06, 0.93, -0.17], [0.37, 0.35, 0.48], [-0.19, -0.18, 0.58], [-0.38, 0.43, 0.60], [0.02, -0.11, 0.07], [-0.20, -0.22, 0.04], [1.20, 0.05, -0.27], [0.26, -0.13, -0.16], [0.82, 0.15, 0.26], [-0.26, 0.33, 0.23], [-0.25, 0.27, 0.34], [-0.28, -0.07, -0.09], [0.62, -0.65, -0.48], [-0.27, -0.28, 0.08], [0.31, -0.35, -0.30], [0.13, -0.30, -0.48], [-0.68, 0.33, 0.54], [0.21, -0.06, -0.23], [-0.20, -0.42, -0.70], [0.28, -0.13, 0.00], [-0.06, 0.23, -0.14], [0.70, -0.14, -0.54], [-0.43, -0.17, 0.20], [0.50, -0.72, -0.27], [-0.04, -0.38, 0.04], [-1.19, -0.34, 1.03], [0.15, 0.16, 1.03], [-0.76, -0.04, 0.04], [0.11, 0.14, 0.64], [-0.02, 0.16, 0.03], [-0.08, 0.17, -0.29], [0.05, -0.37, -0.12], [0.33, 0.14, 0.26], [-0.19, 0.00, 0.08], [0.05, 0.06, 0.16], [-0.04, -0.01, 0.09], [0.07, 0.04, -0.14], [0.35, 0.10, 0.03], [0.03, 0.03, -0.18], [0.10, -0.01, 0.12], [-0.04, 0.24, 0.11], [0.09, -0.33, -0.25], [0.18, 0.19, -0.35], [-0.20, 0.07, -0.01], [0.03, 0.06, 0.05], [0.12, 0.07, 0.10], [-0.08, -0.09, -0.13], [0.16, 0.36, -0.12], [-0.10, -0.04, 0.06], [-0.37, -0.09, -0.43], [-0.15, 0.05, 0.09], [0.21, 0.06, -0.10], [-0.14, 0.12, 0.14], [-0.14, -0.20, 0.03], [0.08, 0.04, 0.08], [-0.02, 0.01, 0.06], [0.29, 0.33, -0.03], [-0.11, 0.20, 0.13], [-0.19, 0.18, 0.00], [-0.14, -0.09, -0.31], [-0.31, -0.08, -0.02], [0.10, -0.12, -0.03], [0.01, -0.25, -0.04], [0.04, -0.01, -0.01], [-0.18, 0.25, 0.18], [-0.13, 0.06, 0.38], [0.25, -0.07, -0.03], [0.06, -0.15, -0.01]],
  "lowdin_charge": [0.600, 0.544, 0.578, 0.532, 0.064, 0.064, 0.056, 0.070, 0.052, 0.057, 0.060, -0.294, -0.090, -0.093, -0.282, -0.019, -0.076, -0.081, -0.114, -0.023, -0.082, -0.296, -1.022, -0.086, -0.303, -0.010, -0.115, -0.284, -0.103, -0.074, -0.016, -0.087, -0.311, -0.013, -0.031, -0.024, -0.095, -0.093, -0.293, -0.086, -0.081, -0.078, -0.015, -0.014, -0.072, -0.100, -0.097, -0.085, -0.015, -0.013, -0.965, -0.040, -0.046, -0.087, -0.015, -0.025, 0.116, 0.063, 0.118, 0.107, 0.021, 0.111, 0.100, 0.098, 0.090, 0.099, 0.099, 0.058, 0.120, 0.111, 0.114, 0.025, 0.102, 0.104, 0.105, 0.116, 0.103, 0.050, 0.121, 0.093, 0.105, 0.000, 0.109, 0.117, 0.103, 0.105, 0.064, 0.104, 0.083, 0.102, 0.115, 0.104, 0.116, 0.095],
  "smiles": "Fc1ccccc1.Fc1ccccc1.Fc1ccccc1.Fc1ccccc1.Fc1ccccc1.Fc1ccccc1.Fc1ccccc1.ClCCl.ClCCl",
  "e_lumo_ha": 0.0194,
  "total_charge": 0,
  "homo_energy_ev": -9.0,
  "fmax_ev_per_a": 1.61,
  "gap_ev": 9.54
}

=====

Record 3
{
  "formula": "C3H3NO3",
  "method": "ωB97M-V with the def2-TZVPD basis set",
  "elements": ["O", "O", "O", "N", "C", "C", "C", "H", "H", "H"],
  "positions_angstrom": [[-1.5909, 2.1575, 2.5175], [0.1212, 1.1705, 1.6205], [-1.9833, 0.7364, 0.9509], [-1.3062, 1.3661, 1.6910], [0.5621, 0.1492, 0.6961], [0.9294, -1.1881, -1.5260], [0.7607, -0.2750, -0.4167], [1.5997, -0.8761, -2.2320], [-0.1026, -0.9794, -1.9731], [1.0100, -2.2611, -1.3280]],
  "forces_ev_per_a": [[0.09, 0.49, 0.45], [1.71, -2.62, -1.60], [-0.12, -0.30, -0.37], [-0.02, -0.51, -0.41], [-1.80, 3.80, 1.73], [-3.83, 0.05, 0.40], [0.83, -1.17, 1.23], [1.95, 0.77, -1.65], [1.15, -0.91, -0.16], [0.05, 0.40, 0.38]],
  "nbo_charge": [-0.308, -0.362, -0.327, 0.735, 0.219, -0.680, -0.012, 0.235, 0.251, 0.249],
  "de_lowest_ev": 7.815,
  "smiles": "CC#CO[N+](=O)[O-]",
  "e_lumo_ha": 0.0076,
  "total_charge": 0,
  "homo_energy_ev": -10.4,
  "fmax_ev_per_a": 4.55,
  "gap_ev": 10.56
}

=====

Record 4
{
  "formula": "C3H6O",
  "method": "ωB97M-V with the def2-TZVPD basis set",
  "elements": ["O", "C", "C", "C", "H", "H", "H", "H", "H", "H"],
  "positions_angstrom": [[-0.0869, 1.0272, -0.0703], [0.6962, -0.9804, -1.1180], [-0.2739, -0.1379, -0.8017], [-0.9961, 0.4480, 1.5252], [-0.9827, 1.4636, 1.9647], [-0.0819, -0.0375, 1.9388], [0.4532, -1.9236, -1.5941], [-1.3307, -0.2785, -0.9771], [0.8653, 1.2094, -0.0025], [1.7374, -0.7904, -0.8650]],
  "forces_ev_per_a": [[0.07, -0.15, 0.10], [-0.10, 0.09, 0.02], [0.04, -0.37, -0.03], [0.39, 0.29, 0.07], [0.01, -0.09, -0.07], [-0.19, 0.15, -0.16], [0.05, 0.25, -0.11], [0.14, -0.08, -0.05], [-0.24, -0.06, 0.19], [-0.17, -0.03, 0.02]],
  "nbo_charge": [-0.609, -0.513, 0.153, -0.385, 0.109, 0.101, 0.226, 0.220, 0.499, 0.198],
  "de_lowest_ev": 5.161,
  "e_lumo_ha": 0.0227,
  "total_charge": 0,
  "homo_energy_ev": -8.4,
  "fmax_ev_per_a": 0.49,
  "gap_ev": 8.98
}